105
Properties=species:S:1:pos:R:3:lowdin_charge:R:1 method="wB97M-V/def2-TZVPD" total_charge=-2 homo_energy_ev=-2.16 homo_lumo_gap_ev=6.2 total_energy_ev=-154656.59157 spin_multiplicity=1
Pd 0.07 0.95 0.08 0.74
C 5.37 -2.51 1.11 -0.27
Si 4.65 -1.25 -0.18 0.41
C 4.84 -2.37 -1.75 -0.28
C 6.16 -0.05 -0.35 -0.25
As 2.05 -1.11 -0.18 0.93
Si 1.88 0.23 1.87 0.31
C 3.32 1.49 1.64 -0.24
C 0.72 1.10 3.11 -0.23
C 2.67 -1.10 3.00 -0.24
Si 1.94 0.16 -2.19 0.31
C 1.91 -1.16 -3.57 -0.22
C 3.52 1.19 -2.54 -0.23
C 0.55 1.32 -2.75 -0.25
H 6.27 -3.00 0.74 0.01
H 4.62 -3.28 1.32 0.02
H 5.62 -2.03 2.07 0.01
H 5.72 -3.02 -1.71 0.01
H 4.89 -1.78 -2.67 0.00
H 3.95 -3.00 -1.80 0.01
H 7.07 -0.59 -0.63 0.01
H 6.36 0.46 0.59 0.00
H 5.97 0.71 -1.11 -0.01
H 3.24 2.02 0.69 -0.01
H 4.28 0.97 1.66 -0.01
H 3.32 2.25 2.44 0.01
H 0.61 2.14 2.80 -0.04
H 1.15 1.06 4.11 0.03
H -0.26 0.64 3.13 0.00
H 3.46 -1.62 2.47 -0.04
H 1.91 -1.84 3.29 0.02
H 3.08 -0.65 3.90 0.02
H 2.82 -1.76 -3.55 -0.01
H 1.80 -0.72 -4.56 0.02
H 1.07 -1.84 -3.40 0.03
H 4.35 0.52 -2.77 0.00
H 3.82 1.80 -1.68 0.00
H 3.37 1.86 -3.39 0.02
H -0.36 0.75 -2.94 0.00
H 0.82 1.85 -3.67 0.03
H 0.31 2.07 -2.00 -0.04
N -2.27 0.76 -1.50 0.17
C -3.16 0.26 -0.94 -0.38
N -4.32 -0.12 -0.41 -0.09
C -4.57 0.22 1.00 -0.14
C -6.08 0.29 1.17 -0.19
O -6.71 -0.94 0.83 -0.14
C -6.38 -1.36 -0.48 -0.19
C -4.88 -1.45 -0.71 -0.15
H -4.11 1.18 1.23 0.12
H -4.15 -0.55 1.66 0.12
H -6.48 1.09 0.53 0.12
H -6.35 0.49 2.20 0.12
H -6.82 -0.67 -1.21 0.12
H -6.83 -2.35 -0.60 0.12
H -4.66 -1.71 -1.74 0.13
H -4.43 -2.21 -0.07 0.10
C -2.70 4.55 1.33 -0.10
C -1.28 5.02 1.72 -0.59
C -1.30 6.51 2.03 -0.10
C -0.96 4.24 3.00 -0.11
P -0.07 4.40 0.33 0.83
N 0.34 2.94 0.41 -0.31
C 1.55 5.46 0.52 -0.58
C 2.02 5.23 1.96 -0.11
C 2.59 4.79 -0.39 -0.12
C 1.54 6.96 0.22 -0.09
C -0.90 5.03 -1.32 -0.58
C 0.19 5.01 -2.40 -0.11
C -1.54 6.43 -1.34 -0.10
C -1.94 3.98 -1.70 -0.12
H -3.34 4.57 2.22 0.08
H -2.66 3.52 0.97 0.07
H -3.16 5.18 0.58 0.05
H -2.13 6.72 2.72 0.08
H -1.43 7.13 1.15 0.05
H -0.38 6.82 2.53 0.06
H -1.67 4.52 3.78 0.08
H 0.04 4.43 3.37 0.06
H -1.08 3.17 2.81 0.06
H 1.91 4.17 2.21 0.05
H 1.47 5.83 2.68 0.06
H 3.08 5.49 2.06 0.08
H 2.39 3.72 -0.45 0.04
H 3.60 4.92 0.01 0.08
H 2.58 5.19 -1.40 0.06
H 0.86 7.50 0.87 0.06
H 1.28 7.17 -0.81 0.05
H 2.55 7.35 0.40 0.08
H 0.82 5.90 -2.36 0.06
H -0.28 4.98 -3.40 0.08
H 0.82 4.13 -2.30 0.05
H -0.83 7.20 -1.03 0.05
H -2.42 6.49 -0.72 0.05
H -1.85 6.66 -2.37 0.08
H -1.62 2.99 -1.39 0.02
H -2.11 3.96 -2.78 0.08
H -2.91 4.17 -1.23 0.06
F -2.23 -2.46 -1.33 -0.54
Te -1.55 -1.60 0.42 1.86
F -0.27 -1.50 1.99 -0.55
F -0.60 -3.29 0.36 -0.48
F -2.80 -3.00 1.55 -0.64
F -1.65 0.89 1.31 -0.56
O -0.14 -0.96 -0.63 -1.01